This record from OMol25 describes C6H10 in the gas phase at a distorted geometry. The level of theory is the ωB97M-V functional and the def2-TZVPD basis.

Summary:
HOMO = -7.7 eV
SMILES string = C=C/C(C)=C/C
net charge = 0
HOMO-LUMO gap = 0.309 Ha
2S+1 = 1

XYZ file:
```
16
Properties=species:S:1:pos:R:3:forces:R:3
C -0.467 -0.234 2.365 2.8068 -1.9198 2.2509
C -0.143 -1.063 1.329 1.9641 3.2335 -0.0029
C 0.166 -0.342 0.029 -4.7766 3.0076 -1.3192
C 1.079 -1.040 -0.970 0.8803 -0.9930 5.0910
C -0.617 0.830 -0.260 1.7503 -3.1433 2.2244
C -0.657 1.390 -1.600 -0.3061 1.3645 -0.0298
H -0.513 0.886 2.474 -0.4450 -1.5193 -0.8685
H 0.000 -0.709 3.304 -1.8023 0.7537 -0.7307
H 0.387 -2.035 1.532 -1.1178 0.8775 -0.1968
H 0.850 -2.052 -0.499 1.0979 0.4217 -1.6409
H 0.956 -1.042 -2.031 0.0880 0.4906 -0.3895
H 2.103 -0.716 -0.436 -1.5151 -0.9581 -2.1736
H -1.130 1.436 0.526 0.1704 -1.2467 -0.5304
H 0.344 1.253 -1.925 0.7378 0.2501 -1.3965
H -1.407 0.997 -2.267 -0.0607 -0.8262 -0.3036
H -0.950 2.442 -1.571 0.5278 0.2071 0.0160
```
Forces are in eV/Å.

Results of the Mulliken charge analysis, in e, for atoms 1 through 6: atom 1 (C): -0.6153, atom 2 (C): -0.4737, atom 3 (C): 0.7454, atom 4 (C): -1.1265, atom 5 (C): -0.0716, atom 6 (C): -1.1987


This record from OMol25 describes C6H10 in the gas phase at a distorted geometry. The level of theory is the ωB97M-V functional and the def2-TZVPD basis.

Summary:
HOMO = -7.6 eV
SMILES string = C=C/C(C)=C\C
net charge = 0
HOMO-LUMO gap = 0.310 Ha
2S+1 = 1

XYZ file:
```
16
Properties=species:S:1:pos:R:3:forces:R:3
C -1.658 0.635 -1.017 -1.5277 -0.1038 1.8281
C -0.472 0.972 -0.533 2.3871 1.6252 -2.9573
C 0.557 -0.129 -0.415 -1.9048 -0.2402 2.5262
C 0.723 -1.171 -1.489 -1.0660 0.4647 0.2420
C 0.288 -0.373 0.918 1.0090 -1.0810 -0.5769
C 0.683 0.496 2.088 -0.5044 -0.1587 0.0617
H -2.109 -0.252 -0.575 0.1518 -0.5258 -1.0576
H -2.366 1.363 -1.381 0.0457 0.2344 -0.1261
H -0.127 1.991 -0.729 -0.0517 0.1229 0.3558
H 1.688 -1.665 -1.432 0.1033 0.1310 -0.1124
H 0.560 -0.620 -2.414 0.4155 -0.3306 -0.3761
H -0.065 -1.932 -1.457 0.1181 -0.1298 0.0878
H -0.153 -1.334 1.213 0.9475 -0.4001 0.1088
H 1.773 0.492 2.124 -0.0096 0.1008 0.0435
H 0.337 -0.003 2.991 -0.0470 0.2128 0.1568
H 0.343 1.529 2.109 -0.0669 0.0781 -0.2042
```
Forces are in eV/Å.

Results of the Mulliken charge analysis, in e, for atoms 1 through 6: atom 1 (C): -0.8451, atom 2 (C): -0.3031, atom 3 (C): 0.3715, atom 4 (C): -1.1961, atom 5 (C): -0.1268, atom 6 (C): -1.0446


This record from OMol25 describes C6H10 in the gas phase at a distorted geometry. The level of theory is the ωB97M-V functional and the def2-TZVPD basis.

Summary:
HOMO = -9.1 eV
SMILES string = CC1CC=CC1
net charge = 0
HOMO-LUMO gap = 0.377 Ha
2S+1 = 1

XYZ file:
```
16
Properties=species:S:1:pos:R:3:forces:R:3
C -1.816 -0.019 -0.864 0.1952 -0.1631 -0.1075
C -0.480 0.361 -0.200 0.4032 -0.2636 -0.1134
C 0.974 0.156 -0.952 -1.2960 0.1079 0.3487
C 1.926 -0.019 0.214 -0.4232 0.1032 0.1517
C 1.252 -0.235 1.340 0.0969 -0.0457 0.0967
C -0.241 -0.275 1.160 -0.0408 -0.1265 0.1802
H -2.666 0.111 -0.172 0.4492 -0.0174 -0.0469
H -1.822 -1.061 -1.188 0.0094 -0.0467 0.0130
H -2.059 0.598 -1.739 0.2704 -0.0869 0.1071
H -0.552 1.457 -0.028 0.3646 -0.4987 -0.1435
H 1.229 -0.600 -1.730 -1.0491 0.2271 0.4436
H 0.873 1.113 -1.415 1.5600 0.7234 -0.8350
H 3.018 -0.112 0.168 -0.4864 0.3189 -0.2666
H 1.715 -0.405 2.304 0.0395 -0.1264 -0.0063
H -0.589 -1.316 1.134 0.0177 0.0036 0.2507
H -0.762 0.246 1.968 -0.1106 -0.1092 -0.0725
```
Forces are in eV/Å.

Results of the Mulliken charge analysis, in e, for atoms 1 through 6: atom 1 (C): -1.4716, atom 2 (C): 0.3855, atom 3 (C): -0.7289, atom 4 (C): -0.2994, atom 5 (C): -0.4194, atom 6 (C): -0.7398


This record from OMol25 describes 3 unconnected molecules or ions with the total composition C6H10. The level of theory is the ωB97M-V functional and the def2-TZVPD basis.

Summary:
HOMO = -8.5 eV
net charge = 0
HOMO-LUMO gap = 0.360 Ha
2S+1 = 1

XYZ file:
```
16
Properties=species:S:1:pos:R:3:forces:R:3
C -1.094 0.245 0.820 -0.0435 0.0006 -0.0236
C -0.042 1.322 0.440 -0.0058 0.0141 -0.0483
C 0.996 0.759 -0.517 0.1145 -0.0476 0.1312
C 1.455 -0.541 -0.335 -0.0671 0.0775 -0.0944
C 0.499 -1.508 -0.006 -0.1471 0.0700 -0.0719
C -0.817 -1.071 0.113 0.1174 -0.0803 0.1371
H -2.110 0.584 0.592 0.1462 -0.0467 0.0263
H -1.059 0.064 1.901 0.0009 0.0159 -0.1495
H 0.475 1.667 1.343 -0.0640 -0.0582 -0.1224
H -0.519 2.202 -0.005 0.0666 -0.1213 0.0598
H 1.643 1.489 -1.002 -0.0883 -0.1093 0.0524
H -0.207 0.339 -1.508 -0.0570 -0.0720 0.0467
H 2.426 -0.844 -0.718 -0.1417 0.0488 0.0528
H 0.723 -2.564 -0.136 -0.0267 0.1454 0.0202
H -1.623 -1.802 0.130 0.1137 0.0872 -0.0124
H -0.824 -0.282 -1.292 0.0817 0.0762 -0.0040
```
Forces are in eV/Å.

Results of the Mulliken charge analysis, in e, for atoms 1 through 6: atom 1 (C): -0.4547, atom 2 (C): -0.4789, atom 3 (C): -0.7050, atom 4 (C): -0.1620, atom 5 (C): -0.1685, atom 6 (C): -0.7239


This record from OMol25 describes C6H10 in the gas phase at a distorted geometry. The level of theory is the ωB97M-V functional and the def2-TZVPD basis.

Summary:
HOMO = -9.5 eV
SMILES string = C#CCC(C)C
net charge = 0
HOMO-LUMO gap = 0.391 Ha
2S+1 = 1

XYZ file:
```
16
Properties=species:S:1:pos:R:3:forces:R:3
C 2.181 0.791 -0.473 0.7633 0.4236 0.7899
C 1.494 0.995 0.495 0.3430 -0.2076 -0.5893
C 0.227 0.983 1.196 -0.3935 -0.5377 -0.6613
C -0.694 0.103 0.146 0.2036 0.4146 0.7097
C -0.326 0.053 -1.355 -0.6770 -0.0254 0.0337
C -0.816 -1.382 0.586 0.1087 0.1451 0.3162
H 2.901 0.661 -1.235 0.1857 -0.0116 -0.1924
H -0.106 2.024 1.398 -0.1699 -0.6616 -0.4938
H 0.298 0.515 2.196 -0.1135 -0.0507 -0.5907
H -1.670 0.602 0.147 0.0033 -0.2412 0.3161
H -1.283 -0.357 -1.676 -0.0408 -0.0439 -0.8949
H 0.435 -0.679 -1.677 -0.1397 0.4297 0.5860
H -0.158 1.002 -1.877 -0.0830 -0.1273 0.3614
H -0.507 -1.453 1.625 -0.0989 -0.2747 0.1765
H -1.822 -1.820 0.503 0.1934 0.4181 -0.0429
H -0.153 -2.039 0.002 -0.0846 0.3506 0.1759
```
Forces are in eV/Å.

Results of the Mulliken charge analysis, in e, for atoms 1 through 6: atom 1 (C): -0.1566, atom 2 (C): -0.3418, atom 3 (C): -0.7095, atom 4 (C): 0.6449, atom 5 (C): -1.7241, atom 6 (C): -1.2563


This record from OMol25 describes C6H10 in the gas phase. The level of theory is the ωB97M-V functional and the def2-TZVPD basis.

Summary:
HOMO = -9.6 eV
net charge = 0
HOMO-LUMO gap = 0.358 Ha
2S+1 = 1

XYZ file:
```
16
Properties=species:S:1:pos:R:3:forces:R:3
C 1.859 0.687 -0.210 0.0265 0.0857 -0.0270
C 1.208 -0.618 0.262 0.0952 -0.0503 0.0524
C -0.100 -1.548 -1.701 0.0056 0.2924 0.6442
C -0.032 -0.983 -0.528 0.0138 -0.2463 -0.5170
C -1.430 -0.680 0.015 -0.1743 -0.0230 0.0036
C -1.633 0.807 0.297 0.0237 0.0873 0.0008
H 2.261 0.573 -1.223 -0.0891 0.0192 0.1802
H 1.140 1.513 -0.229 0.1255 -0.1592 0.0142
H 2.682 0.966 0.459 -0.1199 -0.0487 -0.1185
H 1.933 -1.436 0.193 -0.1032 0.1323 0.0236
H 0.925 -0.537 1.320 0.0187 -0.0310 -0.1709
H -1.565 -1.268 0.933 0.0699 0.0648 -0.1462
H -2.190 -1.033 -0.694 0.1084 0.0382 0.1042
H -1.517 1.391 -0.622 -0.0294 -0.0663 0.1343
H -2.634 0.989 0.700 0.1359 -0.0436 -0.0690
H -0.907 1.177 1.030 -0.1073 -0.0517 -0.1091
```
Forces are in eV/Å.

Results of the Mulliken charge analysis, in e, for atoms 1 through 6: atom 1 (C): -1.0073, atom 2 (C): -0.6709, atom 3 (C): -0.2609, atom 4 (C): 0.4360, atom 5 (C): -0.6001, atom 6 (C): -1.1076


This record from OMol25 describes 2 unconnected molecules or ions with the total composition C6H10 at a distorted geometry. The level of theory is the ωB97M-V functional and the def2-TZVPD basis.

Summary:
HOMO (alpha / beta) = -8.2 / -7.5 eV
net charge = 0
HOMO-LUMO gap (alpha / beta) = 0.303 / 0.279 Ha
2S+1 = 1

XYZ file:
```
16
Properties=species:S:1:pos:R:3:forces:R:3
C 1.908 -0.427 0.385 -0.0562 0.1055 0.0445
C 0.776 0.086 -0.523 -0.2154 0.0508 -0.1224
C -0.396 -0.927 -0.663 -0.2172 -0.0711 0.3361
C -1.619 -0.189 -0.128 0.2097 -0.0328 0.1592
C -1.243 1.144 0.196 -0.5234 -0.6112 0.6053
C 0.072 1.350 -0.039 0.1651 0.2170 -0.0019
H 1.539 -0.630 1.397 0.0036 0.0484 -0.1281
H 2.725 0.299 0.463 -0.1619 -0.0581 -0.0129
H 2.335 -1.359 -0.010 -0.1635 0.2181 0.0286
H 1.220 0.295 -1.508 -0.1492 -0.1305 0.0970
H -0.487 -1.303 -1.697 -0.3026 0.2512 0.3821
H -0.255 -1.808 -0.034 0.2490 -0.1100 -0.0436
H -2.510 0.221 1.496 0.4282 -1.4626 -0.1483
H -2.627 -0.524 -0.283 -0.1790 0.0895 -0.3092
H -2.045 1.480 0.915 1.0240 1.6223 -1.1744
H 0.607 2.292 0.033 -0.1114 -0.1265 0.2879
```
Forces are in eV/Å.

Results of the Mulliken charge analysis, in e, for atoms 1 through 6: atom 1 (C): -1.4554, atom 2 (C): 0.4479, atom 3 (C): -0.7371, atom 4 (C): -0.3963, atom 5 (C): -0.3060, atom 6 (C): -0.6635


This record from OMol25 describes C6H10 in the gas phase at a distorted geometry. The level of theory is the ωB97M-V functional and the def2-TZVPD basis.

Summary:
HOMO = -9.5 eV
SMILES string = C#CCC(C)C
net charge = 0
HOMO-LUMO gap = 0.389 Ha
2S+1 = 1

XYZ file:
```
16
Properties=species:S:1:pos:R:3:forces:R:3
C 2.261 0.253 0.024 0.5931 0.5886 0.6273
C 1.427 0.868 0.636 0.6451 -0.3557 -0.3089
C 0.106 1.249 1.049 -0.3068 -0.9275 -0.6656
C -0.731 0.090 0.133 -0.2138 0.4960 0.3973
C -0.648 0.198 -1.424 -0.0252 0.3070 0.2593
C -0.479 -1.430 0.445 -0.0143 0.3454 0.2561
H 3.172 -0.145 -0.322 0.3141 -0.2582 -0.3282
H -0.053 2.345 0.873 -0.4362 -1.1086 -0.5802
H -0.027 1.177 2.154 -0.1434 -0.5957 -0.7804
H -1.750 0.311 0.430 -0.4320 -0.1287 -0.1215
H -1.552 -0.254 -1.866 0.1965 0.1690 0.3064
H 0.196 -0.349 -1.879 -0.1302 0.2706 0.5509
H -0.594 1.228 -1.778 -0.0416 0.0401 0.0582
H -0.314 -1.645 1.503 -0.0320 0.1451 0.0190
H -1.368 -2.008 0.138 0.1799 0.3971 0.1044
H 0.356 -1.887 -0.114 -0.1530 0.6156 0.2060
```
Forces are in eV/Å.

Results of the Mulliken charge analysis, in e, for atoms 1 through 6: atom 1 (C): -0.0702, atom 2 (C): -0.4459, atom 3 (C): -0.5704, atom 4 (C): 0.2595, atom 5 (C): -1.3435, atom 6 (C): -1.3308


This record from OMol25 describes C6H10 in the gas phase. The level of theory is the ωB97M-V functional and the def2-TZVPD basis.

Summary:
HOMO = -9.4 eV
SMILES string = CC#CCCC
net charge = 0
HOMO-LUMO gap = 0.383 Ha
2S+1 = 1

XYZ file:
```
16
Properties=species:S:1:pos:R:3:forces:R:3
C 0.288 1.253 2.771 0.0230 0.0132 0.0404
C -0.161 1.017 1.396 -0.1493 -0.1017 -0.4763
C -0.530 0.788 0.271 0.1648 0.0676 0.4928
C -0.963 0.411 -1.082 -0.0715 0.0328 0.0301
C 0.073 -0.448 -1.825 0.0345 -0.0156 -0.0666
C 0.563 -1.644 -1.010 0.0524 0.0019 -0.0269
H 0.268 2.318 3.022 -0.0054 -0.1511 -0.0632
H -0.354 0.724 3.483 0.0897 0.0870 -0.1123
H 1.312 0.891 2.908 -0.1513 0.0641 -0.0193
H -1.187 1.311 -1.668 0.0309 -0.1444 0.1133
H -1.903 -0.151 -0.999 0.1347 0.0809 0.0017
H -0.391 -0.799 -2.755 0.0802 0.0679 0.1159
H 0.923 0.182 -2.114 -0.0979 -0.0989 0.0652
H 1.164 -1.318 -0.154 -0.1248 -0.0445 -0.1459
H 1.176 -2.310 -1.626 -0.0860 0.1045 0.1103
H -0.280 -2.223 -0.619 0.0762 0.0363 -0.0593
```
Forces are in eV/Å.

Results of the Mulliken charge analysis, in e, for atoms 1 through 6: atom 1 (C): -1.3196, atom 2 (C): 0.7435, atom 3 (C): -0.1087, atom 4 (C): -0.7788, atom 5 (C): -0.3998, atom 6 (C): -1.0612


This record from OMol25 describes C6H10 in the gas phase. The level of theory is the ωB97M-V functional and the def2-TZVPD basis.

Summary:
HOMO = -9.4 eV
SMILES string = C=C=CCCC
net charge = 0
HOMO-LUMO gap = 0.387 Ha
2S+1 = 1

XYZ file:
```
16
Properties=species:S:1:pos:R:3:forces:R:3
C 0.773 0.937 -3.017 -0.1266 0.0637 0.0774
C -0.082 0.588 -2.096 -0.0283 -0.0402 0.0258
C -0.917 0.242 -1.153 0.0923 0.0615 -0.1413
C -0.622 0.413 0.318 0.0403 0.0432 0.0915
C 0.038 -0.828 0.928 0.0223 -0.0761 -0.0111
C 0.328 -0.656 2.416 0.0040 0.0104 0.0655
H 1.524 0.246 -3.380 0.0061 -0.0197 0.0494
H 0.757 1.931 -3.453 -0.0461 -0.0677 0.0151
H -1.855 -0.231 -1.437 0.0866 0.0404 0.0070
H -1.554 0.632 0.857 0.1326 -0.0291 -0.0940
H 0.039 1.275 0.461 -0.0782 -0.1058 -0.0228
H 0.970 -1.028 0.385 -0.1195 0.0280 0.0595
H -0.605 -1.702 0.767 0.0662 0.1088 0.0265
H 0.987 0.203 2.589 -0.0860 -0.1205 -0.0246
H 0.815 -1.542 2.838 -0.0789 0.1301 -0.0683
H -0.597 -0.480 2.977 0.1131 -0.0271 -0.0555
```
Forces are in eV/Å.

Results of the Mulliken charge analysis, in e, for atoms 1 through 6: atom 1 (C): -0.7406, atom 2 (C): 0.1048, atom 3 (C): -0.3741, atom 4 (C): -0.5837, atom 5 (C): -0.2789, atom 6 (C): -1.1606